Density functional theory data (wB97M-V/def2-TZVPD) for C58H88Br6HfN8O10 as an isolated structure.

Geometry (Å):
Hf1 10.402 13.814 -17.104
C1 12.630 16.696 -14.667
C2 13.306 15.432 -14.130
C3 13.510 15.708 -12.615
C4 13.919 14.497 -11.836
C5 12.888 13.395 -11.970
C6 12.629 13.060 -13.469
N1 12.430 14.261 -14.273
O1 12.095 14.010 -15.600
C7 11.454 12.070 -13.442
C8 13.823 12.183 -13.922
C9 14.705 15.308 -14.772
H1 13.178 17.630 -14.511
H2 11.620 16.906 -14.312
H3 12.571 16.678 -15.758
H4 12.547 16.131 -12.329
H5 14.356 16.386 -12.478
H6 13.991 14.709 -10.763
H7 14.913 14.089 -12.045
H8 11.909 13.773 -11.644
H9 13.043 12.571 -11.274
H10 11.287 11.705 -14.455
H11 10.529 12.572 -13.142
H12 11.647 11.249 -12.756
H13 14.763 12.740 -13.939
H14 13.696 11.741 -14.911
H15 14.125 11.394 -13.225
H16 15.263 16.245 -14.739
H17 14.498 15.057 -15.818
H18 15.380 14.564 -14.353
C10 6.722 14.374 -20.430
C11 8.088 13.667 -20.644
C12 8.160 13.088 -22.060
C13 8.607 14.070 -23.137
C14 9.735 15.014 -22.687
C15 9.448 15.684 -21.299
N2 9.247 14.509 -20.405
O2 9.591 14.738 -19.094
C16 8.340 16.723 -21.481
C17 10.760 16.362 -20.972
C18 7.999 12.409 -19.746
H19 6.789 15.193 -19.708
H20 5.902 13.751 -20.080
H21 6.469 14.918 -21.343
H22 7.167 12.737 -22.351
H23 8.780 12.194 -21.998
H24 7.727 14.587 -23.537
H25 8.796 13.411 -23.994
H26 9.873 15.776 -23.454
H27 10.584 14.339 -22.570
H28 7.656 16.550 -22.310
H29 8.749 17.731 -21.563
H30 7.731 16.711 -20.577
H31 10.631 17.027 -20.106
H32 11.129 17.106 -21.685
H33 11.621 15.736 -20.748
H34 7.872 12.772 -18.725
H35 8.975 11.922 -19.791
H36 7.178 11.753 -20.015
C19 13.382 10.308 -17.292
C20 13.921 11.324 -18.312
C21 14.925 10.524 -19.159
C22 14.368 9.689 -20.294
C23 13.428 10.591 -21.117
C24 12.268 11.232 -20.302
N3 12.842 11.884 -19.129
O3 11.951 12.703 -18.452
C25 11.226 10.139 -20.016
C26 11.649 12.261 -21.256
C27 14.679 12.469 -17.655
H37 13.225 9.280 -17.614
H38 12.461 10.732 -16.891
H39 14.081 10.245 -16.449
H40 15.384 9.883 -18.402
H41 15.698 11.176 -19.580
H42 13.740 8.885 -19.894
H43 15.201 9.258 -20.850
H44 13.023 9.936 -21.890
H45 14.044 11.389 -21.534
H46 10.238 10.467 -19.690
H47 11.487 9.470 -19.188
H48 11.116 9.466 -20.869
H49 12.322 13.092 -21.475
H50 10.776 12.649 -20.734
H51 11.402 11.791 -22.209
H52 14.893 13.315 -18.301
H53 15.534 12.027 -17.141
H54 14.129 12.861 -16.791
C28 9.914 9.999 -15.867
C29 8.942 10.673 -16.815
C30 7.487 10.170 -16.740
O4 9.125 12.055 -16.687
H55 9.716 10.262 -14.824
H56 10.949 10.231 -16.102
H57 9.878 8.903 -15.868
H58 9.263 10.371 -17.823
H59 7.518 9.186 -16.270
H60 7.022 10.148 -17.721
H61 6.909 10.784 -16.046
N4 19.571 7.961 -20.905
C31 18.235 8.266 -20.842
C32 17.881 8.316 -19.528
C33 19.025 8.023 -18.765
C34 20.060 7.747 -19.622
H62 20.146 7.896 -21.724
H63 17.699 8.383 -21.770
H64 16.896 8.475 -19.124
H65 18.952 7.873 -17.699
H66 21.091 7.434 -19.631
N5 9.024 9.831 -25.801
C35 9.299 10.341 -24.570
C36 8.163 10.227 -23.794
C37 7.121 9.934 -24.715
C38 7.669 9.689 -25.948
H67 9.684 9.691 -26.544
H68 10.306 10.590 -24.274
H69 8.051 10.259 -22.725
H70 6.076 9.975 -24.448
H71 7.292 9.310 -26.882
C39 14.912 5.784 -19.034
Br1 13.642 4.318 -18.708
Br2 16.707 5.090 -19.181
Br3 14.837 6.990 -17.505
H72 14.569 6.243 -19.951
C40 18.751 10.867 -15.266
Br4 19.878 12.017 -14.130
Br5 19.136 11.261 -17.130
Br6 16.853 11.122 -14.933
H73 18.890 9.818 -15.046
C41 13.543 8.419 -13.731
C42 12.485 7.542 -13.467
C43 12.676 6.611 -12.460
C44 13.917 6.499 -11.835
C45 14.973 7.301 -12.198
C46 14.807 8.252 -13.209
N6 14.086 5.479 -10.777
O5 15.059 5.591 -10.058
O6 13.136 4.758 -10.548
H74 13.370 9.127 -14.537
H75 11.522 7.672 -13.938
H76 11.809 6.096 -12.072
H77 15.946 7.308 -11.726
H78 15.588 8.974 -13.401
C47 16.116 15.702 -20.724
C48 16.203 16.613 -19.683
C49 15.081 16.900 -18.931
C50 13.996 16.032 -19.006
C51 13.939 15.023 -19.964
C52 14.959 14.946 -20.892
N7 12.762 16.386 -18.320
O7 12.033 15.459 -18.004
O8 12.524 17.542 -18.065
H79 16.911 15.529 -21.436
H80 17.124 17.169 -19.575
H81 14.957 17.701 -18.214
H82 13.123 14.309 -19.954
H83 14.944 14.127 -21.601
C53 15.839 10.795 -23.355
C54 16.492 11.975 -23.673
C55 16.623 12.390 -24.986
C56 15.957 11.684 -25.973
C57 15.287 10.497 -25.670
C58 15.153 10.106 -24.353
N8 15.944 12.201 -27.328
O9 15.199 11.692 -28.149
O10 16.613 13.176 -27.621
H84 15.934 10.519 -22.316
H85 16.954 12.548 -22.878
H86 17.242 13.247 -25.209
H87 14.782 9.955 -26.457
H88 14.601 9.204 -24.122

For the molar mass, the calculation gives 1715.3 Da. The HOMO-LUMO gap comes out at 5.73 eV. Its electronic energy is -515515.7792 eV. The highest occupied orbital energy comes out at -6.9 eV.

Results of the Mulliken charge analysis, in e, for atoms 1 through 99: 1.1526 -1.5322 1.4654 -1.1839 -0.6111 -1.4446 1.4467 -0.3129 -0.2513 -1.2100 -1.2373 -1.3169 0.4052 0.3758 -0.0639 0.3685 0.3633 0.4884 0.2621 0.3986 0.4377 -0.4196 0.5148 0.4492 -0.0792 0.2115 0.3883 0.5074 -0.0880 0.2520 -1.8183 1.9312 -0.2115 -1.2905 -1.0461 2.1052 1.0779 -1.3901 -1.7517 -2.3382 -1.4635 0.2359 0.4467 0.3925 0.7299 -0.6085 0.4383 0.4753 0.5909 -0.0739 0.2793 0.4740 0.2958 0.6097 0.6085 -0.1923 0.3711 -0.8797 0.7730 -0.4196 1.7413 -1.1478 -0.7420 -1.2801 2.5259 -0.4436 5.3512 -1.2559 -1.1132 -0.1580 0.4891 -1.6378 0.1104 0.0060 0.1812 0.1060 0.6361 0.6448 -0.2500 -0.6654 0.2395 0.4846 -0.1166 -0.5146 0.1128 0.0283 -0.2935 -0.7035 -0.3595 1.6005 -1.5864 -1.1253 0.3571 -0.2911 0.6488 -0.7135 0.3931 0.2767 0.3759

***

Density functional theory data (wB97M-V/def2-TZVPD) for one molecule with the formula Cl2H3PSi.

Geometry (Å):
Si1 -1.414 0.049 -0.505
P1 0.519 0.762 0.418
Cl1 -2.805 1.282 0.136
Cl2 -1.907 -1.738 0.247
H1 -1.567 -0.137 -2.009
H2 0.823 -0.641 0.316
H3 0.094 0.821 1.808

Its relative energy (zero: lowest compared OMol25 entry of this formula, charge and spin) is 8.3 kcal/mol. For the molar mass, the calculation gives 133.0 Da. The HOMO-LUMO gap comes out at 10.64 eV. Its electronic energy is -42262.0638 eV. The highest occupied orbital energy comes out at -9.9 eV.

The molecule's natural (NBO) atomic charges, reported in e, are given here: 0.9614 -0.1535 -0.3570 -0.3689 -0.1380 0.0169 0.0391

***

Density functional theory data (wB97M-V/def2-TZVPD) for C39H37F9IrOP2 as an isolated structure.

Geometry (Å):
Ir1 0.107 0.190 -0.305
C1 -2.272 0.098 0.480
C2 -1.892 -0.361 -0.809
C3 -2.363 0.364 -2.061
C4 -1.439 1.512 -2.493
C5 -0.334 1.818 -1.520
C6 -0.596 2.297 -0.185
C7 -1.977 2.643 0.336
C8 -2.782 1.417 0.853
C9 1.942 -0.250 -0.777
H1 -2.341 -0.655 1.270
H2 -1.959 -1.449 -0.918
H3 -3.393 0.754 -1.920
H4 -2.413 -0.361 -2.886
H5 -0.963 1.234 -3.456
H6 -2.034 2.420 -2.673
H7 0.594 2.202 -1.947
H8 0.229 2.831 0.305
H9 -2.585 3.177 -0.420
H10 -1.834 3.308 1.193
H11 -2.789 1.469 1.963
H12 -3.853 1.548 0.553
H13 2.369 -0.939 -0.039
H14 2.533 0.685 -0.752
H15 2.085 -0.680 -1.779
P1 0.026 -2.139 -9.058
P2 1.912 0.379 -9.376
C10 -0.636 -0.586 -9.704
C11 0.190 0.479 -9.894
C12 -0.717 -3.324 -10.269
C13 -1.849 -3.035 -11.039
C14 -2.422 -4.015 -11.852
C15 -1.820 -5.265 -11.967
C16 -0.623 -5.531 -11.289
C17 -0.066 -4.559 -10.455
C18 -0.978 -2.318 -7.529
C19 -0.627 -1.460 -6.466
C20 -1.336 -1.515 -5.267
C21 -2.400 -2.420 -5.127
C22 -2.747 -3.268 -6.187
C23 -2.024 -3.236 -7.384
C24 2.629 1.104 -10.960
C25 2.558 0.305 -12.115
C26 2.983 0.799 -13.348
C27 3.484 2.105 -13.434
C28 3.568 2.907 -12.291
C29 3.157 2.395 -11.056
C30 2.037 1.838 -8.285
C31 3.214 1.921 -7.509
C32 3.420 3.031 -6.689
C33 2.449 4.045 -6.629
C34 1.285 3.953 -7.391
C35 1.059 2.839 -8.209
H16 -1.700 -0.517 -9.943
H17 -0.146 1.390 -10.400
H18 -2.297 -2.049 -11.010
H19 -3.339 -3.799 -12.397
H20 -2.271 -6.038 -12.595
H21 -0.130 -6.498 -11.409
H22 0.875 -4.756 -9.931
H23 0.195 -0.743 -6.591
H24 -1.046 -0.861 -4.440
H25 -2.954 -2.465 -4.184
H26 -3.578 -3.964 -6.078
H27 -2.285 -3.911 -8.204
H28 2.152 -0.706 -12.050
H29 2.923 0.172 -14.240
H30 3.813 2.503 -14.399
H31 3.953 3.927 -12.351
H32 3.235 3.022 -10.166
H33 3.960 1.123 -7.574
H34 4.342 3.109 -6.110
H35 2.615 4.910 -5.985
H36 0.541 4.753 -7.362
H37 0.147 2.755 -8.792
F1 -2.019 0.173 3.819
C36 -0.971 -0.689 3.968
F2 -0.629 -0.705 5.293
F3 -1.438 -1.912 3.640
C37 0.261 -0.274 3.013
O1 0.047 -0.569 1.725
C38 0.573 1.235 3.321
F4 0.663 1.511 4.645
F5 1.742 1.585 2.725
F6 -0.383 2.057 2.817
C39 1.480 -1.159 3.556
F7 1.879 -0.762 4.798
F8 1.132 -2.465 3.611
F9 2.549 -1.062 2.731

For the molar mass, the calculation gives 946.9 Da. Its expectation value of S² is 8.7898. The HOMO-LUMO gap (spin up / spin down) comes out at 7.79 / 4.52 eV. Its electronic energy is -88942.9768 eV. The multiplicity is 6. The net charge is +2. The highest occupied orbital energy (spin up / spin down) comes out at -13.2 / -13.1 eV.

The molecule's Mulliken atomic charges, reported in e, are given here: 1.2669 -0.3115 -0.4881 0.1266 -1.0536 -0.0348 -0.8740 -1.0210 -0.7474 -1.1299 0.4749 0.5919 0.4478 -0.4171 0.3423 0.4347 0.7585 0.5678 0.4216 0.4290 0.2971 0.5402 0.3237 0.4011 0.3892 0.2811 0.1968 -0.6754 -0.4957 0.3644 0.1262 -0.7004 -0.4726 -0.5945 -0.3095 0.8132 -0.6923 -0.1776 -0.4726 -0.7855 -0.4144 0.4244 -0.2702 -0.7226 -0.3862 -0.6676 -0.2080 0.4259 -0.3794 -0.6553 -0.5254 -0.7883 0.0026 0.5877 0.7959 0.1855 0.4149 0.3919 0.3992 0.3824 0.3120 0.1997 0.3748 0.3907 0.3555 0.3751 0.3859 0.3768 0.3958 0.2889 0.3986 0.4466 0.4462 0.4350 0.3917 -0.2228 0.4731 -0.2118 -0.2230 0.7793 -0.9341 0.3515 -0.2152 -0.2521 -0.1887 0.5723 -0.1989 -0.2266 -0.2103

***

Density functional theory data (wB97M-V/def2-TZVPD) for C13H11ClN2O10PdS5Sb as an isolated structure.

Geometry (Å):
Pd1 0.254 0.113 -0.093
S1 4.401 1.824 2.493
Sb1 2.672 0.277 2.284
S2 -0.511 0.447 2.398
S3 2.500 0.170 -0.126
N1 -1.516 7.034 -1.036
C1 -0.332 6.509 -0.529
S4 0.880 7.628 -0.113
C2 -0.179 5.119 -0.394
C3 -1.170 4.194 -0.832
C4 -1.005 2.853 -0.629
N2 0.075 2.333 -0.018
C5 1.035 3.185 0.396
C6 0.956 4.535 0.232
H1 -1.605 8.027 -0.882
H2 -2.343 6.507 -0.796
H3 -2.056 4.526 -1.351
H4 -1.764 2.150 -0.953
H5 1.892 2.755 0.905
H6 1.747 5.172 0.597
O1 -1.020 -1.191 -2.340
Cl1 -0.829 0.044 -2.993
O2 -0.658 -0.172 -4.397
O3 -1.937 0.914 -2.804
O4 0.374 0.678 -2.496
O5 1.568 -2.165 1.664
C7 0.943 -2.683 0.724
O6 0.422 -2.064 -0.236
C8 0.837 -4.185 0.656
C9 1.650 -4.982 1.451
C10 1.577 -6.360 1.345
C11 0.685 -6.938 0.457
C12 -0.145 -6.140 -0.316
C13 -0.075 -4.760 -0.220
H7 2.336 -4.506 2.137
H8 2.209 -6.984 1.963
H9 0.638 -8.017 0.366
H10 -0.856 -6.596 -0.992
H11 -0.712 -4.101 -0.790
O7 -1.075 -1.041 2.103
S5 -2.275 -1.047 0.952
O8 -3.445 -0.645 1.685
O9 -1.871 -0.011 0.013
O10 -2.272 -2.405 0.519

Its relative energy (zero: lowest compared OMol25 entry of this formula, charge and spin) is 0.0 kcal/mol. For the molar mass, the calculation gives 779.2 Da. Its expectation value of S² is 0.7791. The HOMO-LUMO gap (spin up / spin down) comes out at 5.18 / 5.12 eV. Its electronic energy is -113825.9119 eV. The multiplicity is 2. The net charge is -2. The highest occupied orbital energy (spin up / spin down) comes out at -2.6 / -2.6 eV.

The molecule's natural (NBO) atomic charges, reported in e, are given here: 0.9475 -0.9193 1.0385 0.2141 -0.5293 -0.7738 0.1487 -0.1940 -0.1349 -0.2071 0.0633 -0.3955 0.0447 -0.1778 0.3986 0.3817 0.2102 0.2740 0.2411 0.2466 -0.8347 2.5856 -0.8902 -0.8905 -0.9108 -0.7451 0.7893 -0.6693 -0.1316 -0.1323 -0.2590 -0.2323 -0.2182 -0.1690 0.2204 0.1917 0.1898 0.1970 0.2646 -0.8657 2.5873 -1.0000 -0.9989 -0.9553

***

Q: Which of these has the highest electronic energy?
A: Cl2H3PSi